# C41H35AsN10ORhS

C41H35AsN10ORhS as an isolated structure (wB97M-V/def2-TZVPD, the Open Molecules 2025 dataset).

Each line ends with the Löwdin charge.
Cartesian coordinates (Å):
Rh1 0.939 0.841 0.792  1.0276
C1 1.023 3.691 -2.486  -0.0494
C2 1.124 2.496 -1.778  -0.0498
N1 0.836 2.454 -0.485  -0.0188
C3 0.448 3.593 0.136  -0.1583
C4 0.345 4.762 -0.599  -0.0128
N2 0.630 4.809 -1.897  0.1427
C5 0.178 3.471 1.592  -0.1879
C6 -0.242 4.466 2.448  0.0948
C7 -0.455 4.185 3.808  -0.0679
C8 -0.239 2.862 4.229  0.0949
C9 0.182 1.908 3.328  -0.1890
N3 0.386 2.235 2.050  -0.1024
C10 0.452 0.472 3.599  -0.1596
C11 0.350 -0.139 4.836  -0.0128
N4 0.636 -1.425 5.017  0.1428
C12 1.027 -2.126 3.965  -0.0492
C13 1.122 -1.546 2.703  -0.0500
N5 0.834 -0.264 2.528  -0.0204
C14 -0.870 5.243 4.761  -0.1640
C15 -1.053 6.559 4.346  0.0023
C16 -1.413 7.522 5.278  -0.0932
N6 -1.595 7.246 6.565  0.1029
C17 -1.423 5.993 6.972  -0.0931
C18 -1.064 4.965 6.111  0.0023
H1 1.264 3.742 -3.540  0.1336
H2 1.441 1.580 -2.256  0.1212
H3 0.027 5.688 -0.137  0.1355
H4 -0.411 5.456 2.055  0.1150
H5 -0.406 2.574 5.254  0.1151
H6 0.032 0.416 5.711  0.1356
H7 1.269 -3.169 4.124  0.1336
H8 1.431 -2.118 1.838  0.1214
H9 -0.927 6.869 3.318  0.1051
H10 -1.562 8.552 4.978  0.1239
H11 -1.579 5.801 8.026  0.1239
H12 -0.948 3.973 6.525  0.1051
C19 -5.021 -8.211 -7.578  -0.0408
O1 -5.604 -7.257 -6.690  -0.0437
C20 -4.811 -6.475 -5.959  -0.2670
C21 -3.416 -6.510 -5.993  0.0067
C22 -2.691 -5.651 -5.191  -0.0180
C23 -3.326 -4.744 -4.346  -0.1694
C24 -4.730 -4.717 -4.320  -0.0053
C25 -5.459 -5.566 -5.111  0.0315
C26 -2.599 -3.828 -3.496  -0.2138
N7 -3.158 -2.940 -2.682  0.2008
C27 -2.131 -2.298 -2.084  -0.1652
C28 -0.904 -2.782 -2.520  -0.1182
N8 -1.227 -3.761 -3.424  0.1991
C29 0.329 -2.274 -2.047  -0.0472
C30 1.620 -2.701 -2.427  0.0516
C31 2.725 -2.101 -1.874  -0.0081
C32 2.556 -1.072 -0.939  -0.1070
N9 1.353 -0.659 -0.568  -0.0425
C33 0.254 -1.237 -1.100  -0.1483
C34 -0.993 -0.730 -0.641  -0.1289
N10 -0.969 0.275 0.282  0.0006
C35 -2.105 0.776 0.739  -0.0693
C36 -3.349 0.307 0.306  0.0069
C37 -3.401 -0.704 -0.623  0.0691
C38 -2.201 -1.245 -1.117  -0.0428
H13 -5.854 -8.719 -8.051  0.1019
H14 -4.413 -8.933 -7.031  0.1011
H15 -4.414 -7.717 -8.338  0.1011
H16 -2.900 -7.204 -6.641  0.1123
H17 -1.609 -5.703 -5.241  0.1084
H18 -5.226 -4.015 -3.664  0.1159
H19 -6.541 -5.560 -5.103  0.1329
H20 -0.590 -4.338 -3.945  0.1583
H21 1.741 -3.496 -3.151  0.1341
H22 3.722 -2.412 -2.151  0.1253
H23 3.401 -0.576 -0.484  0.0798
H24 -2.032 1.571 1.470  0.1200
H25 -4.250 0.747 0.709  0.1295
H26 -4.341 -1.097 -0.987  0.1427
C39 5.824 1.908 -0.433  -0.2311
As1 5.260 1.454 1.340  0.7504
C40 6.158 2.624 2.553  -0.2261
C41 5.815 -0.338 1.727  -0.2305
S1 3.158 1.768 1.648  0.2839
H27 6.913 1.960 -0.453  0.0596
H28 5.409 2.880 -0.692  0.0486
H29 5.481 1.158 -1.142  0.0372
H30 7.231 2.500 2.411  0.0627
H31 5.884 2.370 3.575  0.0546
H32 5.871 3.652 2.344  0.0545
H33 6.902 -0.362 1.796  0.0599
H34 5.485 -1.012 0.940  0.0330
H35 5.384 -0.639 2.679  0.0484

HOMO energy in eV: -13.41
Energy above the lowest of the compared OMol25 structures with the same formula, charge and spin in kJ/mol: 0.0
Total charge: +3
Energy in hartree: -4949.98765
Maximum force in hartree/bohr: 0.0135
Lowest unoccupied orbital energy in eV: -8.83